Entry 1:
C6H11N | ωB97M-V/def2-TZVPD

Calculated values
* energy relative to the best compared isomer or geometry (same formula, charge and spin): 313.5 kJ/mol
* E_LUMO: 0.843 eV
* DFT total energy: -7887.28248 eV
* HOMO level: -0.2916 Ha
* Kohn-Sham gap: 0.3226 Ha

Geometry as ORCA input:
```
! RIJCOSX wB97M-V def2-TZVPD def2/J DEFGRID3
* xyz 0 1
C 2.056 -0.780 -1.630
C 1.040 0.055 -1.157
C 0.468 -0.121 0.187
N 1.466 -0.779 1.058
C -0.843 0.257 0.347
C -1.737 -0.254 1.436
C -1.396 1.265 -0.691
H 2.432 -0.621 -2.737
H 2.914 -0.969 -0.871
H 0.749 0.944 -1.789
H 1.659 -1.804 1.030
H 1.410 -0.430 2.060
H -2.278 0.594 1.865
H -2.355 -1.144 1.126
H -1.144 -0.697 2.229
H -2.289 1.488 -0.181
H -1.523 0.937 -1.746
H -0.627 2.060 -0.535
*
```

Entry 2:
CH2O3S | ωB97M-V/def2-TZVPD

Calculated values
* energy relative to the best compared isomer or geometry (same formula, charge and spin): 112.9 kJ/mol
* E_LUMO: 0.382 eV
* DFT total energy: -18044.68353 eV
* HOMO level: -0.3558 Ha
* Kohn-Sham gap: 0.3699 Ha

Geometry as ORCA input:
```
! RIJCOSX wB97M-V def2-TZVPD def2/J DEFGRID3
* xyz 0 1
C -0.015 -0.462 -0.366
O -0.097 -2.214 -2.319
O 0.393 0.241 -1.546
O -0.596 0.311 0.574
S -0.760 -0.844 -1.996
H 0.509 -1.323 -0.050
H -0.096 0.353 1.413
*
```

Entry 3:
C28H29N3O5 | ωB97M-V/def2-TZVPD

Calculated values
* energy relative to the best compared isomer or geometry (same formula, charge and spin): 28.0 kJ/mol
* E_LUMO: 0.318 eV
* DFT total energy: -44215.85890 eV
* HOMO level: -0.2926 Ha
* Kohn-Sham gap: 0.3043 Ha

Geometry as ORCA input:
```
! RIJCOSX wB97M-V def2-TZVPD def2/J DEFGRID3
* xyz 0 1
C 3.454 3.959 -4.442
C 2.465 2.829 -4.198
O 3.109 1.668 -3.679
C 3.340 1.664 -2.350
O 3.004 2.554 -1.603
N 4.037 0.568 -1.950
C 4.138 0.327 -0.526
C 2.892 -0.457 -0.061
N 2.376 -1.198 -1.186
C 1.075 -1.279 -1.533
O 0.674 -1.934 -2.474
C 0.139 -0.373 -0.772
C -0.095 0.849 -1.268
C -0.948 1.877 -0.664
C -0.387 3.106 -0.395
C -1.115 4.104 0.261
C -2.405 3.876 0.652
C -3.036 2.650 0.356
C -4.379 2.404 0.716
C -4.994 1.231 0.380
C -4.300 0.261 -0.359
C -2.993 0.461 -0.711
C -2.313 1.641 -0.335
N -0.481 -0.875 0.363
C -0.176 -2.070 0.954
O 0.782 -2.738 0.615
C -1.082 -2.464 2.061
C -2.391 -1.997 2.200
C -3.176 -2.434 3.243
C -2.682 -3.347 4.179
O -3.540 -3.702 5.167
C -3.116 -4.637 6.131
C -1.382 -3.826 4.037
C -0.604 -3.389 2.984
C 3.390 -1.785 -2.026
C 4.141 -0.641 -2.746
H 4.249 3.626 -5.105
H 2.940 4.801 -4.895
H 3.890 4.276 -3.497
H 2.004 2.498 -5.132
H 1.689 3.154 -3.496
H 5.055 -0.239 -0.347
H 4.200 1.287 -0.016
H 2.127 0.235 0.293
H 3.146 -1.148 0.752
H 0.475 1.156 -2.132
H 0.644 3.285 -0.667
H -0.641 5.052 0.468
H -2.966 4.634 1.180
H -4.915 3.170 1.257
H -6.021 1.052 0.660
H -4.808 -0.646 -0.656
H -2.475 -0.276 -1.307
H -1.215 -0.302 0.757
H -2.823 -1.316 1.482
H -4.191 -2.086 3.356
H -3.961 -4.769 6.805
H -2.866 -5.599 5.673
H -2.256 -4.268 6.698
H -0.972 -4.539 4.735
H 0.402 -3.762 2.859
H 4.069 -2.377 -1.406
H 2.894 -2.441 -2.742
H 3.703 -0.445 -3.724
H 5.198 -0.896 -2.874
*
```

Entry 4:
C23H8F15GeN2OS5SbY | ωB97M-V/def2-TZVPD

Calculated values
* energy relative to the best compared isomer or geometry (same formula, charge and spin): 0.0 kJ/mol
* E_LUMO: 1.749 eV
* DFT total energy: -188047.74581 eV
* HOMO level: -0.1855 Ha
* Kohn-Sham gap: 0.2498 Ha

Geometry as ORCA input:
```
! RIJCOSX wB97M-V def2-TZVPD def2/J DEFGRID3
* xyz -1 1
Y 12.956 7.516 11.103
S 14.867 8.905 10.042
Sb 15.858 7.048 11.099
S 14.377 5.483 10.118
S 14.593 7.363 13.076
S 18.005 6.696 11.460
F 8.282 11.433 10.543
C 8.434 11.445 9.182
C 9.744 11.443 8.623
C 9.762 11.632 7.229
F 10.862 11.728 6.500
C 8.609 11.778 6.496
F 8.662 11.952 5.172
C 7.385 11.828 7.089
F 6.255 11.986 6.349
C 7.286 11.658 8.454
F 6.129 11.751 9.107
Ge 11.277 11.109 9.793
S 10.879 9.374 10.996
C 12.696 10.834 8.470
C 13.721 11.818 8.293
F 13.663 12.922 8.978
C 14.770 11.622 7.420
F 15.776 12.488 7.276
C 14.817 10.516 6.612
F 15.905 10.347 5.852
C 13.832 9.570 6.708
F 13.834 8.495 5.915
C 12.817 9.758 7.641
F 11.863 8.800 7.733
C 11.617 12.621 11.016
C 10.912 13.811 11.167
F 9.949 14.155 10.304
C 11.176 14.602 12.259
F 10.480 15.726 12.408
C 12.107 14.279 13.236
F 12.183 15.069 14.324
C 12.863 13.121 13.052
F 13.744 12.865 14.028
C 12.638 12.372 11.937
F 13.353 11.281 11.748
N 11.115 6.444 12.237
C 10.002 6.532 11.964
N 8.700 6.569 11.748
C 8.251 6.158 10.416
C 6.819 5.684 10.565
O 6.011 6.691 11.137
C 6.460 7.110 12.446
C 7.890 7.666 12.344
H 8.903 5.426 10.090
H 8.283 7.004 9.762
H 6.858 4.873 11.323
H 6.372 5.370 9.634
H 6.473 6.166 13.014
H 5.692 7.783 12.873
H 8.267 7.847 13.364
H 7.882 8.587 11.829
*
```

Entry 5:
C9H14N2 | ωB97M-V/def2-TZVPD

Calculated values
* energy relative to the best compared isomer or geometry (same formula, charge and spin): 0.0 kJ/mol
* E_LUMO (spin up / spin down): 0.904 / -0.312 eV
* DFT total energy: -12535.72159 eV
* HOMO level (spin up / spin down): -0.2419 / -0.3110 Ha
* Kohn-Sham gap (spin up / spin down): 0.2751 / 0.2995 Ha

Geometry as ORCA input:
```
! RIJCOSX wB97M-V def2-TZVPD def2/J DEFGRID3
* xyz 0 3
C -1.693 0.501 0.154
C -1.823 -1.519 -0.635
C -2.987 0.072 0.215
C 1.326 0.575 -0.196
C 2.042 -0.066 0.969
C 0.376 -0.555 -0.717
C -4.112 0.857 0.701
C 2.344 0.983 -1.301
C 3.318 -0.964 0.937
N -3.034 -1.188 -0.252
N -0.944 -0.474 -0.409
H -1.260 1.441 0.554
H -1.626 -2.431 -1.197
H 0.751 1.506 -0.065
H 1.606 0.118 1.911
H 0.645 -1.535 -1.022
H -4.046 1.761 0.252
H -5.116 0.382 0.364
H -4.093 0.911 1.854
H 3.293 1.345 -0.957
H 1.667 1.653 -1.920
H 2.659 0.109 -1.863
H 3.287 -1.606 1.754
H 4.235 -0.394 0.934
H 3.186 -1.482 -0.066
*
```

Entry 6:
C3H11NO4 | ωB97M-V/def2-TZVPD

Calculated values
* energy relative to the best compared isomer or geometry (same formula, charge and spin): 582.5 kJ/mol
* E_LUMO: -0.022 eV
* DFT total energy: -12965.02235 eV
* HOMO level: -0.2962 Ha
* Kohn-Sham gap: 0.2954 Ha

Geometry as ORCA input:
```
! RIJCOSX wB97M-V def2-TZVPD def2/J DEFGRID3
* xyz 0 1
C 1.300 1.229 -0.016
C -0.460 0.560 1.542
N 0.058 0.487 0.176
O -0.881 1.010 -0.728
O 1.138 2.617 0.126
H -1.507 -0.034 -1.034
H 0.352 2.828 -0.403
H 2.031 0.912 0.734
H 1.661 0.978 -1.023
H -0.631 1.596 1.849
H 0.248 0.085 2.226
H -1.400 0.014 1.577
C 0.102 -1.935 -0.960
O -1.776 -1.192 -1.218
O 0.743 -2.252 0.154
H 1.244 -1.477 0.465
H -2.342 -1.459 -0.485
H -0.408 -2.791 -1.375
H 0.527 -1.176 -1.606
*
```

Entry 7:
C34H36CoN6O4SSi | ωB97M-V/def2-TZVPD

Calculated values
* energy relative to the best compared isomer or geometry (same formula, charge and spin): 31.9 kJ/mol
* E_LUMO (spin up / spin down): -3.382 / -5.293 eV
* DFT total energy: -109305.73942 eV
* HOMO level (spin up / spin down): -0.3511 / -0.3788 Ha
* Kohn-Sham gap (spin up / spin down): 0.2268 / 0.1842 Ha

Geometry as ORCA input:
```
! RIJCOSX wB97M-V def2-TZVPD def2/J DEFGRID3
* xyz 1 5
Co -0.035 -0.468 -1.840
C 4.310 -0.698 -2.685
C 2.961 -1.025 -2.461
N 2.007 -0.121 -2.394
C 2.327 1.184 -2.572
C 3.636 1.602 -2.831
C 4.643 0.613 -2.871
C 3.890 2.981 -3.070
C 2.857 3.883 -3.087
C 1.542 3.479 -2.823
C 1.251 2.149 -2.503
N 0.059 1.614 -2.190
C -1.142 2.275 -2.104
C -1.382 3.573 -1.692
C -2.691 4.088 -1.685
C -3.746 3.331 -2.116
C -3.545 1.988 -2.522
C -4.580 1.147 -3.001
C -4.291 -0.133 -3.366
C -2.971 -0.607 -3.205
N -1.991 0.146 -2.769
C -2.256 1.446 -2.464
H 5.050 -1.483 -2.720
H 2.649 -2.056 -2.336
H 5.669 0.905 -3.060
H 4.904 3.301 -3.272
H 3.053 4.921 -3.317
H 0.747 4.204 -2.900
H -0.573 4.186 -1.323
H -2.856 5.101 -1.344
H -4.745 3.745 -2.142
H -5.588 1.534 -3.078
H -5.051 -0.800 -3.744
H -2.727 -1.642 -3.411
C 0.139 -3.686 -3.485
Si -0.290 -2.909 -1.807
C 0.910 -3.688 -0.550
C -1.956 -3.695 -1.339
C -3.042 -2.986 -0.821
C -4.225 -3.612 -0.443
C -4.351 -4.984 -0.580
C -3.289 -5.720 -1.090
C -2.114 -5.082 -1.457
H 0.331 -4.759 -3.409
H 1.021 -3.228 -3.941
H -0.687 -3.556 -4.188
H 1.150 -4.724 -0.796
H 0.450 -3.692 0.442
H 1.854 -3.140 -0.463
H -2.975 -1.908 -0.703
H -5.043 -3.029 -0.037
H -5.267 -5.479 -0.287
H -3.378 -6.794 -1.196
H -1.299 -5.682 -1.846
C 2.423 2.187 8.068
C 1.495 1.673 6.975
S 1.718 2.609 5.486
O 1.157 3.920 5.672
O 3.084 2.455 5.044
C 0.693 1.778 4.287
C 1.393 0.580 3.666
N 0.663 0.107 2.483
C 0.958 0.440 1.209
N 0.141 -0.161 0.350
C -0.719 -0.919 1.097
C -0.414 -0.753 2.405
N -1.082 -1.347 3.535
O -1.978 -2.117 3.285
O -0.725 -1.003 4.650
C 2.072 1.351 0.827
H 2.286 1.583 8.964
H 2.196 3.223 8.314
H 3.464 2.119 7.760
H 0.444 1.782 7.242
H 1.695 0.629 6.725
H 0.483 2.550 3.544
H -0.241 1.494 4.769
H 1.483 -0.246 4.364
H 2.394 0.851 3.346
H -1.477 -1.555 0.671
H 2.383 1.991 1.649
H 1.749 1.990 0.011
H 2.941 0.779 0.495
*
```

Entry 8:
C2H3EuLiO2 | ωB97M-V/def2-TZVPD

Calculated values
* energy relative to the best compared isomer or geometry (same formula, charge and spin): 38.4 kJ/mol
* E_LUMO (spin up / spin down): -9.971 / -12.012 eV
* DFT total energy: -25731.44232 eV
* HOMO level (spin up / spin down): -0.6652 / -0.5741 Ha
* Kohn-Sham gap (spin up / spin down): 0.2987 / 0.1327 Ha

Geometry as ORCA input:
```
! RIJCOSX wB97M-V def2-TZVPD def2/J DEFGRID3
* xyz 2 8
H -3.689 -1.195 2.520
O 2.035 -0.487 -0.670
C 1.272 0.351 -1.222
C 0.071 0.724 -0.559
O -0.148 0.240 0.627
Li 1.737 -0.518 1.204
Eu -2.021 -1.072 1.421
H 1.505 0.799 -2.199
H -0.762 1.159 -1.123
*
```

Entry 9:
C5H12N2OS | ωB97M-V/def2-TZVPD

Calculated values
* energy relative to the best compared isomer or geometry (same formula, charge and spin): 572.5 kJ/mol
* E_LUMO (spin up / spin down): -0.366 / -0.366 eV
* DFT total energy: -21235.35934 eV
* HOMO level (spin up / spin down): -0.3051 / -0.3050 Ha
* Kohn-Sham gap (spin up / spin down): 0.2916 / 0.2916 Ha

Geometry as ORCA input:
```
! RIJCOSX wB97M-V def2-TZVPD def2/J DEFGRID3
* xyz 0 1
C 0.744 -2.129 -0.990
C 0.074 -1.147 -0.021
C -0.351 -1.708 1.348
C -0.968 -0.854 -1.117
S -0.683 1.128 -0.686
O -0.048 1.920 -1.692
N -0.805 2.448 0.636
N -0.032 3.554 0.294
C 0.661 0.153 0.201
H 1.824 -1.790 -1.098
H 0.351 -2.070 -2.077
H 0.723 -3.160 -0.676
H 0.440 -1.515 2.106
H -0.376 -2.827 1.301
H -1.274 -1.249 1.732
H -1.916 -1.142 -0.829
H -1.763 2.678 0.433
H 0.225 3.427 -0.683
H 0.844 3.649 0.926
H 0.726 0.336 1.291
H 1.603 0.298 -0.398
*
```

Entry 10:
C36H33AsClN5O4RuS | ωB97M-V/def2-TZVPD

Calculated values
* E_LUMO (spin up / spin down): -4.509 / -4.592 eV
* DFT total energy: -140281.90066 eV
* HOMO level (spin up / spin down): -0.4011 / -0.4012 Ha
* Kohn-Sham gap (spin up / spin down): 0.2354 / 0.2324 Ha

Geometry as ORCA input:
```
! RIJCOSX wB97M-V def2-TZVPD def2/J DEFGRID3
* xyz 1 2
Ru -0.411 -0.086 -0.085
O 2.614 -2.426 4.509
C 3.381 -1.497 3.991
O 4.468 -1.226 4.429
C 2.858 -0.773 2.780
C 3.570 0.208 2.102
Cl 5.039 0.919 2.530
N 2.836 0.610 1.029
N 1.668 -0.071 1.006
C 1.666 -0.893 2.042
C 0.431 -1.716 2.308
O 0.454 -2.560 3.195
O -0.570 -1.464 1.563
C 3.165 1.583 0.032
C 4.470 1.720 -0.431
C 4.759 2.676 -1.393
C 3.760 3.486 -1.911
C 2.457 3.334 -1.462
C 2.163 2.394 -0.487
H 1.743 -2.523 4.039
H 5.258 1.093 -0.046
H 5.776 2.790 -1.742
H 3.997 4.244 -2.645
H 1.663 3.965 -1.845
H 1.169 2.327 -0.080
S -1.030 1.895 1.209
C -1.817 3.122 0.236
C -2.357 4.219 0.910
C -3.053 5.190 0.213
C -3.209 5.087 -1.164
C -2.649 4.018 -1.842
C -1.960 3.025 -1.152
As -1.145 1.511 -2.048
C -1.825 1.779 -3.868
C -3.094 1.373 -4.254
C -3.531 1.629 -5.545
C -2.703 2.284 -6.446
C -1.434 2.689 -6.060
C -0.990 2.431 -4.773
C -2.387 0.087 -1.478
C -3.365 0.245 -0.483
C -4.249 -0.784 -0.199
C -4.174 -1.979 -0.899
C -3.222 -2.147 -1.901
C -2.336 -1.128 -2.190
H -2.229 4.290 1.982
H -3.480 6.029 0.747
H -3.763 5.841 -1.707
H -2.748 3.948 -2.917
H -3.745 0.869 -3.549
H -4.522 1.317 -5.845
H -3.050 2.481 -7.452
H -0.790 3.206 -6.760
H 0.001 2.737 -4.456
H -3.468 1.189 0.034
H -5.004 -0.645 0.563
H -4.867 -2.778 -0.674
H -3.184 -3.074 -2.457
H -1.621 -1.234 -2.997
C 3.074 -0.644 -4.692
C 3.055 0.343 -3.539
N 1.931 -0.002 -2.688
C 1.580 -1.288 -2.410
N 0.634 -1.480 -1.518
C 0.203 -2.850 -1.229
C 1.357 -3.826 -1.382
C 1.900 -3.685 -2.789
N 2.190 -2.284 -3.083
C 3.194 -2.043 -4.117
H 3.910 -0.445 -5.360
H 2.144 -0.554 -5.257
H 2.912 1.364 -3.891
H 4.000 0.301 -2.986
H 1.630 0.671 -2.003
H -0.605 -3.138 -1.912
H -0.200 -2.885 -0.217
H 1.020 -4.846 -1.203
H 2.137 -3.587 -0.656
H 1.187 -4.074 -3.523
H 2.829 -4.248 -2.897
H 3.049 -2.789 -4.900
H 4.195 -2.192 -3.697
*
```

Entry 11:
C18H24N8O4RuS2 | ωB97M-V/def2-TZVPD

Calculated values
* energy relative to the best compared isomer or geometry (same formula, charge and spin): 101.6 kJ/mol
* E_LUMO (spin up / spin down): -2.634 / -4.368 eV
* DFT total energy: -63410.53139 eV
* HOMO level (spin up / spin down): -0.3851 / -0.3853 Ha
* Kohn-Sham gap (spin up / spin down): 0.2883 / 0.2248 Ha

Geometry as ORCA input:
```
! RIJCOSX wB97M-V def2-TZVPD def2/J DEFGRID3
* xyz 1 2
Ru 0.111 0.443 -0.187
C 0.046 -1.765 3.587
C 0.193 -0.815 2.455
N -0.530 -0.804 1.389
O -1.544 -1.742 1.368
C 1.135 0.314 2.485
C 2.226 0.538 3.465
N 0.907 1.123 1.498
O 1.602 2.131 1.148
H -0.510 -1.292 4.400
H 1.031 -2.029 3.971
H -0.482 -2.663 3.284
H -2.171 -1.387 0.720
H 2.712 -0.406 3.710
H 1.859 0.983 4.393
H 2.960 1.213 3.026
N 0.918 -6.941 -0.249
C 1.127 -5.629 -0.551
C 0.187 -4.652 -0.180
C 0.401 -3.327 -0.473
C 1.549 -2.935 -1.156
C 2.479 -3.896 -1.548
C 2.270 -5.226 -1.252
S 1.982 -1.281 -1.458
O 2.123 -0.526 -0.173
O 3.102 -1.275 -2.338
N 0.650 -0.563 -2.036
C 0.920 0.654 -2.657
N 1.564 0.809 -3.800
C 1.804 2.069 -4.141
C 1.425 3.164 -3.358
C 0.732 2.896 -2.206
N 0.441 1.632 -1.872
H 0.123 -7.227 0.290
H 1.608 -7.635 -0.467
H -0.718 -4.948 0.336
H -0.346 -2.607 -0.196
H 3.364 -3.593 -2.090
H 2.992 -5.967 -1.571
H 2.328 2.218 -5.078
H 1.664 4.176 -3.644
H 0.375 3.677 -1.549
C -4.673 2.735 -0.584
N -3.406 3.232 -0.083
C -3.277 4.589 0.454
C -1.792 4.664 0.864
N -1.336 3.295 0.619
C -2.280 2.542 0.057
S -2.076 0.899 -0.422
H -5.387 2.615 0.233
H -4.524 1.776 -1.072
H -5.076 3.440 -1.309
H -3.954 4.723 1.299
H -3.534 5.320 -0.311
H -1.662 4.932 1.910
H -1.235 5.373 0.253
H -0.395 2.960 0.796
*
```

Entry 12:
C4H7O2Tl | ωB97M-V/def2-TZVPD

Calculated values
* energy relative to the best compared isomer or geometry (same formula, charge and spin): 186.5 kJ/mol
* E_LUMO (spin up / spin down): -10.753 / -11.867 eV
* DFT total energy: -13025.26259 eV
* HOMO level (spin up / spin down): -0.7328 / -0.6282 Ha
* Kohn-Sham gap (spin up / spin down): 0.3377 / 0.1921 Ha

Geometry as ORCA input:
```
! RIJCOSX wB97M-V def2-TZVPD def2/J DEFGRID3
* xyz 2 1
O -1.871 0.889 0.381
C -2.783 -0.056 0.479
C -2.587 -1.381 0.303
H -3.366 -2.077 0.613
H -3.816 0.317 0.571
H -1.791 -1.740 -0.356
Tl -0.085 1.092 0.193
C 1.655 -0.267 0.085
C 2.530 0.506 -0.635
O 3.325 1.373 -0.051
H 1.180 -0.990 -0.617
H 2.556 0.472 -1.729
H 1.839 -0.406 1.157
H 3.214 2.268 -0.395
*
```